No. 1
One molecule with the formula C7H11NO at a distorted geometry. Source: the OMol25 dataset; level of theory: the ωB97M-V functional and the def2-TZVPD basis.

Each line ends with the Mulliken charge.
Positions of all 20 atoms, in Å:
H1 -0.5662 0.1773 -3.5349  0.2682
N1 -0.2569 -0.6075 -2.8841  -0.6509
C1 -0.1535 -0.3584 -1.6665  0.2939
O1 -0.6543 0.6728 -0.9432  -0.4390
C2 -0.3137 0.6552 0.4259  1.3707
C3 0.9140 1.5325 0.7990  -1.5524
C4 -1.4600 1.3307 1.1541  -1.5333
C5 -0.0096 -0.7712 0.7384  -0.8111
C6 0.3057 -1.4089 -0.5963  0.6465
C7 1.0174 -2.4980 -0.8309  -0.9741
H2 0.6689 2.6060 0.6604  0.3697
H3 1.6620 1.0154 0.1524  0.3787
H4 1.2333 1.3808 1.7954  0.3893
H5 -1.5252 2.2748 0.5847  0.4041
H6 -1.2199 1.6286 2.3267  0.2273
H7 -2.2309 0.6501 1.0826  0.4993
H8 -0.9039 -1.2808 1.2813  0.2305
H9 0.8917 -0.9637 1.3583  0.2811
H10 1.3107 -3.2301 -0.0595  0.2856
H11 1.2905 -2.8053 -1.8439  0.3161

Forces on atoms 1 to 6 (eV/Å):
0.3 -1.2 1.5
0.2 1.4 -1.8
-0.3 -2.2 2.1
0.1 1.2 -1.4
1.0 1.6 2.6
-0.1 -1.0 -2.7

Calculated values
DFT total energy   -403.25935 Ha
HOMO   -9.63 eV
E_LUMO   0.82 eV
Energy relative to the best compared isomer or geometry (same formula, charge and spin)   2.030 eV

***

No. 2
A 2-piece molecular cluster, C2H8N2S overall at a distorted geometry. Source: the OMol25 dataset; level of theory: the ωB97M-V functional and the def2-TZVPD basis.

Each line ends with the Mulliken charge.
Positions of all 13 atoms, in Å:
N1 -1.5087 -1.3741 -0.5607  -0.4443
C1 -0.7674 -0.4566 -1.1570  0.0521
N2 -1.1035 0.8279 -1.2642  -0.3832
H1 -2.4996 -1.1621 -0.3287  0.2138
H2 -0.9423 -1.9071 0.1103  0.2113
H3 0.2613 -0.7350 -1.3942  0.5226
H4 -0.3534 1.4669 -1.4296  0.2591
H5 -1.9146 1.1882 -0.8095  0.1989
C2 1.8400 0.5324 1.3908  -0.7276
S1 0.9205 -1.0163 1.0902  -0.5541
H6 1.1207 1.3714 1.6384  0.1827
H7 2.5346 0.4329 2.2224  0.2712
H8 2.4124 0.8316 0.4917  0.1974

Forces on atoms 1 to 6 (eV/Å):
-1.8 -0.1 -0.6
1.1 0.8 1.7
0.1 -1.0 -0.7
1.4 -0.2 0.0
-0.4 -0.1 -0.3
-0.4 0.1 -0.1

Calculated values
DFT total energy   -588.62494 Ha
HOMO   -6.53 eV
E_LUMO   0.09 eV
Energy relative to the best compared isomer or geometry (same formula, charge and spin)   1.495 eV

***

No. 3
One molecule with the formula C19H11F3N2O4S at a distorted geometry. Source: the OMol25 dataset; level of theory: the ωB97M-V functional and the def2-TZVPD basis.

Each line ends with the Mulliken charge.
Positions of all 40 atoms, in Å:
C1 -2.1806 -1.3620 1.6205  -0.8205
O1 -0.8251 -1.7711 1.5857  -0.4261
C2 -0.0615 -1.3019 0.5461  0.4397
C3 -0.5080 -0.2390 -0.2879  -0.1385
C4 0.3053 0.2173 -1.3216  -0.0356
O2 -0.0037 1.3130 -2.1458  -0.4887
C5 -0.6779 2.3328 -1.5172  -0.0454
C6 -0.1707 2.9069 -0.3584  -0.1300
C7 -0.9234 3.8291 0.3672  -0.8935
C8 -2.1039 4.3364 -0.1828  0.5492
C9 -2.7035 5.4118 0.5746  -0.1308
N1 -3.1442 6.2630 1.2540  -0.4934
C10 -2.6355 3.7751 -1.3798  0.3394
C11 -3.9612 4.2575 -1.9448  0.8048
F1 -4.3170 3.4655 -2.9748  -0.2506
F2 -3.7133 5.5486 -2.3358  -0.2466
F3 -4.9185 4.3440 -0.9921  -0.2380
C12 -1.9005 2.7577 -2.0253  -0.4204
C13 1.5187 -0.3708 -1.5936  -1.2203
C14 1.9713 -1.4082 -0.7781  -0.7279
C15 1.2336 -1.8191 0.3278  1.4558
C16 1.7509 -2.7865 1.2644  -0.3947
C17 2.8589 -3.6527 1.1334  0.2529
S1 3.9386 -3.9540 -0.1725  -0.2444
C18 4.6783 -5.2636 0.7103  0.8338
O3 5.6293 -6.1577 0.3815  -0.4877
N2 4.2279 -5.4731 1.9077  -0.5622
C19 3.1950 -4.5972 2.1783  -0.1339
O4 2.5807 -4.6536 3.2339  -0.5884
H1 -2.2785 -0.3190 1.8320  0.3587
H2 -2.6878 -1.8922 2.4269  0.2641
H3 -2.7332 -1.5669 0.6330  0.3146
H4 -1.4353 0.2951 -0.0723  0.4695
H5 0.7596 2.5263 0.0364  0.4806
H6 -0.4348 4.2796 1.2473  0.4278
H7 -2.2291 2.3024 -2.9782  0.4391
H8 2.0806 -0.0450 -2.4313  0.5138
H9 2.9109 -1.8283 -1.0518  0.2700
H10 1.2757 -2.8625 2.2353  0.5062
H11 5.6319 -6.8375 1.0476  0.3976

Forces on atoms 1 to 6 (eV/Å):
-1.1 -0.7 -1.2
0.7 0.0 -0.8
-0.6 1.4 -0.6
-0.1 -0.2 0.5
0.2 0.4 -0.1
-0.4 -0.4 0.6

Calculated values
DFT total energy   -1838.85205 Ha
HOMO   -8.51 eV
E_LUMO   -0.99 eV
Energy relative to the best compared isomer or geometry (same formula, charge and spin)   0.725 eV

***

No. 4
B2H28NiO10 as an isolated structure at a distorted geometry. Source: the OMol25 dataset; level of theory: the ωB97M-V functional and the def2-TZVPD basis.

Each line ends with the Löwdin spin population.
Positions of all 41 atoms, in Å:
Ni1 -0.6462 1.1266 -1.3012  1.8935
B1 0.1223 -0.1987 0.4034  0.1243
H1 -0.4238 -0.8299 1.0872  0.0094
H2 1.1777 -0.3580 0.5614  0.0154
H3 0.0093 -0.5088 -0.6239  0.0480
H4 -0.1731 0.8296 0.5431  0.0509
B2 -2.7054 0.9365 -0.7438  0.3177
H5 -3.6583 0.8255 -0.2499  0.0342
H6 -2.9086 1.4013 -1.6961  0.0610
H7 -2.0284 1.4720 -0.0964  0.0776
H8 -2.2757 -0.0209 -0.9947  0.1650
O1 -1.8177 -3.2340 -1.7061  0.0022
H9 -2.7018 -3.5063 -1.4603  0.0000
H10 -1.5434 -2.6458 -1.0025  -0.0003
O2 -1.1386 1.2857 2.6394  0.0717
H11 -0.5143 0.9082 3.2591  0.0001
H12 -1.2068 0.6348 1.9409  -0.0019
O3 3.0673 -1.2098 -1.5436  0.0005
H13 2.3075 -1.0675 -2.1082  0.0000
H14 2.8370 -1.9776 -1.0205  0.0000
O4 1.3666 1.3130 -2.0120  0.0293
H15 2.1969 1.7240 -1.7715  0.0018
H16 1.4976 1.0164 -2.9126  0.0005
O5 2.5180 0.4429 2.3845  0.0041
H17 1.9314 0.0679 1.7277  0.0015
H18 2.0656 0.3056 3.2168  0.0000
O6 -0.2658 3.0627 -0.2566  0.0442
H19 0.5306 3.3039 0.2165  0.0015
H20 -0.9136 3.7119 0.0174  0.0013
O7 -1.6930 -1.8646 2.6614  0.0028
H21 -1.8170 -2.7962 2.4796  0.0000
H22 -1.1377 -1.5526 1.9469  0.0001
O8 1.3085 -3.0606 0.1226  0.0040
H23 1.1520 -3.2749 1.0423  0.0001
H24 0.8380 -2.2386 -0.0158  0.0017
O9 -0.8201 -0.3596 -2.8744  0.0352
H25 -0.1833 -1.0532 -3.0468  0.0011
H26 -1.6098 -0.6383 -3.3380  0.0010
O10 2.2878 2.7668 1.1516  0.0003
H27 2.4085 1.8944 1.5267  0.0001
H28 2.5596 3.3664 1.8465  0.0000

Forces on atoms 1 to 6 (eV/Å):
0.9 0.1 0.9
0.5 -0.5 0.6
-1.9 -1.6 1.6
3.4 -0.4 0.1
-0.6 -1.4 -4.3
-1.1 4.1 0.5

Calculated values
DFT total energy   -2326.60129 Ha
HOMO (alpha / beta)   -14.38 / -14.16 eV
Spin multiplicity   4
Total charge   +1
E_LUMO (alpha / beta)   -3.73 / -9.78 eV
Energy relative to the best compared isomer or geometry (same formula, charge and spin)   0.169 eV

***

No. 5
A 2-piece molecular cluster, C7H14N overall at a distorted geometry. Source: the OMol25 dataset; level of theory: the ωB97M-V functional and the def2-TZVPD basis.

Each line ends with the Mulliken charge.
Positions of all 22 atoms, in Å:
C1 2.5331 -1.2711 1.9738  0.2143
C2 3.4683 -2.0472 1.4079  -0.7411
C3 0.2913 -0.4961 1.8924  -0.0604
N1 1.2405 -1.2493 1.4402  -0.0443
H1 2.5839 -0.6612 2.8438  0.2901
H2 3.3067 -2.5941 0.4695  0.2397
H3 4.4049 -2.1633 1.9063  0.2773
H4 -0.6536 -0.3485 1.4480  0.2549
H5 0.5459 0.1479 2.7294  0.1995
H6 1.0677 -1.7454 0.5150  0.3654
C4 -1.1427 -0.8028 -0.9204  -1.3344
C5 -1.4996 0.6411 -0.8874  0.2849
C6 -1.5513 1.4469 -1.9838  -0.1480
C7 -2.0414 2.8590 -1.8170  -1.0263
H7 -1.2402 -1.1852 -1.9433  0.3722
H8 -0.0794 -0.9596 -0.6767  0.0751
H9 -1.7846 -1.4314 -0.2797  0.4167
H10 -1.6045 1.1105 0.0895  0.1881
H11 -1.3669 1.0162 -2.9701  0.3123
H12 -1.9887 3.1220 -0.7379  0.2768
H13 -1.3982 3.5947 -2.3333  0.3203
H14 -3.0912 3.0171 -2.1662  0.2668

Forces on atoms 1 to 6 (eV/Å):
0.8 -1.4 -0.8
-1.0 0.5 0.3
2.1 0.1 0.5
-2.2 0.7 -1.9
0.6 0.1 0.6
0.0 0.2 0.5

Calculated values
DFT total energy   -329.53050 Ha
HOMO   -12.29 eV
Total charge   +1
E_LUMO   -5.52 eV
Energy relative to the best compared isomer or geometry (same formula, charge and spin)   2.096 eV

***

No. 6
A 6-piece molecular cluster, C4H20N2O7 overall at a distorted geometry. Source: the OMol25 dataset; level of theory: the ωB97M-V functional and the def2-TZVPD basis.

Each line ends with the Mulliken charge.
Positions of all 33 atoms, in Å:
N1 -3.2876 0.7630 -0.4806  -0.6375
C1 -2.7334 1.4964 0.7505  -0.5328
C2 -1.3091 1.2582 1.0512  -0.1460
C3 -0.1848 1.5781 -0.0278  0.1340
N2 0.7603 2.4584 0.6076  -0.2095
C4 2.0740 2.1233 0.8773  0.3856
O1 2.8336 2.8245 1.4990  -0.6011
O2 2.4324 0.8928 0.3457  -0.4349
H1 -2.6676 0.7130 -1.2982  0.2486
H2 -3.6307 -0.1794 -0.3693  0.3295
H3 -3.3289 0.9354 1.6435  0.2588
H4 -2.9102 2.6600 0.6389  0.2601
H5 -1.0921 2.0414 1.9228  0.3875
H6 -1.0213 0.1886 1.4031  -0.1117
H7 -0.6378 2.0933 -0.8217  0.3055
H8 0.1298 0.6308 -0.4072  -0.1964
H9 0.3934 3.1941 1.1741  0.2724
H10 3.3366 0.5835 0.5183  0.3272
O3 0.2728 -2.2083 1.4619  -0.6760
H11 0.3198 -1.6870 2.2436  0.2816
H12 -0.7111 -2.2806 1.3435  0.3733
O4 -1.9081 -2.3231 -0.0350  -0.7291
H13 -1.4926 -2.4656 -0.8948  0.4428
H14 -2.0985 -1.4038 -0.2048  0.2293
O5 1.8411 -1.5741 -0.6686  -0.7382
H15 1.4901 -2.0568 0.0884  0.3152
H16 1.8947 -0.6526 -0.6161  0.4596
O6 -0.5048 -2.1653 -2.1903  -0.6526
H17 -0.5455 -2.6668 -2.9798  0.2586
H18 0.3685 -1.8747 -1.9361  0.3869
O7 4.2948 -1.0221 -1.3376  -0.6324
H19 4.1306 -0.4545 -2.0612  0.2948
H20 3.4917 -1.4200 -1.2404  0.3472

Forces on atoms 1 to 6 (eV/Å):
0.9 0.9 0.0
-2.8 -1.6 -0.4
3.0 0.2 1.9
-2.3 0.2 2.1
2.4 -1.6 -0.7
0.2 0.0 0.0

Calculated values
DFT total energy   -800.57775 Ha
HOMO   -9.74 eV
E_LUMO   0.29 eV
Energy relative to the best compared isomer or geometry (same formula, charge and spin)   1.624 eV